Entry 1:
This record from OMol25 describes a cluster of 2 separate species, C6H13ClN2S in total in a non-equilibrium geometry. The level of theory is the ωB97M-V functional and the def2-TZVPD basis.

Properties
SMILES = C[C@H]1N[C@@H]1CCl.CNC=S
total energy = -1204.18803 hartree
HOMO-LUMO gap = 8.63 eV
E_HOMO = -8.013 eV
LUMO level = 0.6 eV

Structure (ORCA input):
```
! wB97M-V def2-TZVPD RIJCOSX def2/J DEFGRID3
* xyz 0 1
C -2.2845 0.3467 -0.4971
C -2.4195 -2.1478 0.0170
C 0.3034 2.0578 0.2067
C 1.2176 0.9960 0.6670
C 1.7955 0.0102 -0.2089
C 3.1762 -0.5124 0.1712
H -2.7865 1.0176 -1.3139
H -1.2107 0.2378 -0.7798
H -2.1327 0.6527 0.5732
H -3.7613 -0.9919 -0.9472
H -2.9957 -2.9985 -0.2098
H 0.7742 2.9192 -0.1196
H -0.3714 2.3889 1.0768
H -0.3402 1.6174 -0.6215
H 2.0047 1.1609 1.5139
H -0.0216 -0.4304 0.0778
H 1.5569 0.0456 -1.2172
H 4.0222 0.1286 -0.0642
H 3.2104 -0.5954 1.2660
N -2.7926 -0.9995 -0.6695
N 0.7403 -0.3560 0.6817
S -1.0952 -2.3983 0.8219
Cl 3.4105 -2.1494 -0.4244
*
```

---

Entry 2:
This record from OMol25 describes a structure of composition C6H13CrO3 in a non-equilibrium geometry. The level of theory is the ωB97M-V functional and the def2-TZVPD basis.

Properties
total energy = -1506.11077 hartree
HOMO-LUMO gap (spin up / spin down) = 7.38 / 7.39 eV
E_HOMO (spin up / spin down) = -11.853 / -11.972 eV
LUMO level (spin up / spin down) = -4.5 / -4.6 eV
⟨S²⟩ = 6.35

Structure (ORCA input):
```
! wB97M-V def2-TZVPD RIJCOSX def2/J DEFGRID3
* xyz 1 5
C 0.0430 -3.0576 0.9991
O -0.2726 -1.8886 0.2646
C -1.2219 -0.9835 0.8660
C -1.4401 0.1093 -0.1525
O -1.6461 1.3761 0.4356
C -1.1863 2.3504 -0.4805
C 0.3249 2.1991 -0.5234
O 0.5873 0.7999 -0.4567
H 0.8332 -3.5759 0.4458
H 0.4072 -2.7808 1.9986
H -0.8524 -3.6908 1.0756
H -0.8037 -0.6024 1.8101
H -2.1479 -1.5589 1.0102
H -2.4154 -0.0840 -0.6380
H -1.4367 3.3369 -0.0715
H -1.5965 2.2179 -1.4950
H 0.7841 2.5455 0.4133
H 0.7615 2.6874 -1.4029
Cr 0.3407 -0.8817 -1.3544
C 2.4225 0.3738 -0.7111
H 2.6411 0.3933 0.3658
H 3.0874 -0.4499 -1.0138
H 2.7865 1.1647 -1.3849
*
```